DFT (the ωB97M-V functional and the def2-TZVPD basis) results for a molecular structure, C38H47N9OP2STi in a non-equilibrium geometry.

Geometry as XYZ:
```
99
Properties=species:S:1:pos:R:3:forces:R:3
Ti 0.393369 1.090282 -1.167314 -0.89 0.80 1.13
O 0.118947 4.440523 0.885110 -0.33 -0.17 0.08
C 0.051507 3.276312 0.505387 0.07 0.70 0.44
N 1.040442 2.557445 -0.044734 0.50 1.25 0.49
C 2.232696 3.315848 -0.359058 0.05 0.25 0.21
C 2.504616 3.205918 -1.830545 0.19 0.21 0.01
C 3.515358 3.936490 -2.449897 -0.11 -0.11 -0.12
C 3.663720 3.850225 -3.821726 -0.14 -0.06 0.18
C 2.769742 3.062097 -4.534709 -0.13 -0.11 0.14
C 1.798750 2.363669 -3.839765 0.18 0.17 -0.50
N 1.686066 2.404164 -2.512473 0.26 0.14 -0.04
C -1.231779 2.500299 0.640474 -0.68 0.29 0.18
C -2.326585 3.041404 1.306102 0.22 -0.09 -0.14
C -3.511691 2.329575 1.339616 0.23 -0.15 -0.19
C -3.571292 1.112332 0.672184 0.06 0.07 0.01
C -2.447068 0.657159 0.011184 -0.24 -0.20 -0.11
N -1.291280 1.324059 0.001311 -0.87 0.42 1.48
H 3.104790 2.965000 0.212406 -0.09 0.09 -0.05
H 2.068298 4.376482 -0.100542 0.18 -0.33 -0.04
H 4.154744 4.570100 -1.854648 0.05 0.05 0.06
H 4.436979 4.402893 -4.333010 0.07 0.06 -0.02
H 2.815285 2.995783 -5.609519 -0.01 -0.01 -0.10
H 1.068430 1.770427 -4.377362 0.02 0.03 0.07
H -2.223912 4.008336 1.775609 0.08 0.03 0.00
H -4.376044 2.717664 1.853884 -0.10 0.06 0.07
H -4.482266 0.533773 0.646649 -0.02 -0.08 -0.02
H -2.481317 -0.264546 -0.561507 -0.01 0.18 0.09
C 1.310352 -1.113755 -4.673864 -0.17 0.03 0.28
C 1.265665 -0.551460 -3.284879 -2.42 0.39 -0.85
N 0.187272 0.038341 -2.782989 0.95 -1.50 -3.54
N -0.969163 0.004206 -3.475936 -0.07 -1.51 -0.97
C -1.767473 1.026554 -3.334534 -0.03 1.36 0.61
N -3.015584 0.962979 -3.859068 0.28 -0.17 -0.16
S -1.297188 2.483827 -2.528137 -0.21 -0.17 -0.53
C 2.379422 -0.539485 -2.409224 1.80 0.13 1.67
C 3.612285 -1.180325 -2.670238 -1.19 0.34 -0.32
C 4.614746 -1.129560 -1.741149 0.11 0.46 1.04
C 4.392302 -0.431939 -0.539833 0.22 -0.47 -0.78
C 3.176940 0.178937 -0.343233 -0.03 0.26 0.25
N 2.180676 0.148063 -1.234565 1.86 -1.66 -0.78
H 0.348535 -0.940045 -5.152594 0.07 -0.04 0.01
H 1.510565 -2.183350 -4.668140 0.05 -0.10 -0.01
H 2.092070 -0.624737 -5.255496 0.10 0.04 0.02
H -3.207800 0.235309 -4.529194 -0.02 -0.04 0.01
H -3.504055 1.837602 -3.969876 0.02 -0.12 0.06
H 3.740333 -1.711041 -3.599809 0.01 -0.04 -0.11
H 5.560920 -1.618610 -1.911407 0.08 -0.05 -0.08
H 5.160272 -0.369134 0.212269 0.06 0.01 0.12
H 2.970063 0.719043 0.576226 -0.01 -0.04 -0.19
C 1.861041 -1.242455 2.859860 -0.09 0.14 -0.11
P 0.855220 0.158147 2.158580 0.23 -0.42 1.01
C -0.733553 -0.745266 2.260290 -0.07 0.28 -0.01
N -1.581394 -0.477455 3.213774 0.14 0.11 0.29
C -2.738510 -1.170883 3.285705 -0.19 -0.62 -0.46
C -3.703516 -0.874379 4.266021 -0.22 -0.12 0.06
C -4.848584 -1.625465 4.327634 0.19 0.29 0.18
C -5.068208 -2.692335 3.440241 0.07 -0.26 -0.29
C -4.151670 -3.000267 2.471419 -0.23 0.04 0.22
C -2.982375 -2.226108 2.363925 -0.02 0.62 0.55
N -2.139149 -2.419573 1.333173 0.22 -0.11 -0.01
C -1.055631 -1.696856 1.235530 -0.37 -0.09 -0.04
P -0.211390 -1.744470 -0.407241 0.07 -0.97 0.15
C 1.291255 -2.774101 -0.059842 -0.02 0.35 -0.14
C -1.205031 -3.078258 -1.358414 -0.08 0.31 0.05
C -0.568064 -3.244168 -2.741170 0.07 0.20 0.13
C -2.639380 -2.595684 -1.584554 0.00 0.12 0.05
C -1.201133 -4.428785 -0.638116 0.09 0.13 0.13
C 0.929631 1.302322 3.690104 -0.06 0.01 -0.23
C -0.214860 2.313705 3.686586 0.02 -0.08 -0.15
C 0.918666 0.561660 5.027180 -0.02 -0.06 -0.18
C 2.259320 2.048561 3.527744 -0.12 -0.10 -0.13
H 1.492586 -1.520303 3.843895 0.06 0.00 0.00
H 2.905338 -0.941053 2.929222 0.08 -0.06 0.04
H 1.787744 -2.116388 2.226641 0.09 -0.04 -0.05
H -3.516902 -0.065509 4.955387 0.04 0.08 0.07
H -5.596109 -1.412085 5.077068 -0.03 0.06 0.07
H -5.977429 -3.268712 3.523088 -0.05 -0.06 0.02
H -4.300376 -3.818388 1.784639 -0.04 -0.07 -0.13
H 1.077639 -3.513064 0.710305 0.05 0.01 -0.01
H 2.119673 -2.138233 0.239893 0.05 -0.08 0.05
H 1.587496 -3.295908 -0.967549 -0.02 0.01 -0.04
H 0.496439 -3.461453 -2.689320 0.15 -0.09 -0.03
H -0.721505 -2.350925 -3.338691 -0.03 0.06 -0.12
H -1.046039 -4.076333 -3.254467 -0.07 -0.12 -0.02
H -2.642872 -1.647786 -2.125056 -0.06 0.04 -0.05
H -3.174731 -2.498254 -0.644610 -0.09 0.03 -0.09
H -3.171024 -3.320043 -2.198440 -0.03 -0.13 -0.12
H -0.230910 -4.914124 -0.696583 0.13 -0.07 -0.03
H -1.923474 -5.084838 -1.118963 -0.09 -0.09 -0.14
H -1.490466 -4.324346 0.402748 0.02 -0.14 -0.05
H -0.176877 2.903886 4.600270 0.07 0.08 0.12
H -1.175651 1.808021 3.648238 -0.05 0.07 0.04
H -0.126981 3.004446 2.855541 0.00 0.11 0.05
H 0.067446 -0.111019 5.092068 -0.03 -0.09 0.10
H 0.829187 1.292243 5.828549 0.00 0.12 0.08
H 1.839849 0.012557 5.198242 0.06 -0.10 0.05
H 2.255699 2.653080 2.621193 0.02 0.08 -0.08
H 3.100764 1.357622 3.486862 0.15 -0.04 0.02
H 2.417137 2.713892 4.373965 0.01 0.08 0.12
```
Forces are in eV/Å.

## Properties
LUMO energy (alpha / beta)	-0.13548 / -0.13699	hartree
calculated total energy	-108153.95119	eV
multiplicity	2
maximum force	0.0770	hartree/bohr
HOMO (alpha / beta)	-9.6766 / -10.4006	eV
⟨S²⟩	0.754
charge	+1

***

DFT (the ωB97M-V functional and the def2-TZVPD basis) results for a gas-phase ion, C4H10NS (charge -1) in a non-equilibrium geometry.

Geometry as XYZ:
```
16
Properties=species:S:1:pos:R:3:forces:R:3
C 2.939101 0.203377 -0.291382 -0.74 -0.59 0.63
N 1.552796 0.517881 -0.575809 0.04 0.78 -0.57
C 0.406863 0.089920 0.246514 0.54 0.03 -0.11
C -0.858589 0.607799 -0.449790 -0.01 -0.43 -0.40
S -2.419954 0.140309 0.353255 -0.09 0.00 -0.04
C 0.338285 -1.438253 0.452923 0.33 1.06 0.37
H 3.165900 -0.865024 -0.377633 0.19 -0.24 -0.04
H 3.167470 0.469822 0.742230 0.05 0.16 0.03
H 3.618964 0.743630 -0.948263 -0.09 0.16 -0.08
H 1.329213 0.287796 -1.532262 0.07 0.01 -0.19
H 0.470546 0.626341 1.201729 0.11 -0.35 0.12
H -0.757339 0.207408 -1.477705 -0.42 -0.08 0.04
H -0.847838 1.690211 -0.580522 0.40 0.08 0.23
H 1.226092 -1.789243 0.984947 -0.02 -0.06 0.13
H -0.564044 -1.569275 1.042817 -0.11 -0.56 -0.04
H 0.295835 -1.964256 -0.502152 -0.25 0.04 -0.08
```
Forces are in eV/Å.

## Properties
LUMO energy	0.13663	hartree
calculated total energy	-16635.94516	eV
energy above the lowest of the compared OMol25 structures with the same formula, charge and spin	0.166	eV
multiplicity	1
maximum force	0.0228	hartree/bohr
HOMO	-2.2542	eV
charge	-1

***

DFT (the ωB97M-V functional and the def2-TZVPD basis) results for 3 unconnected molecules or ions with the total composition C2H9NO4.

Geometry as XYZ:
```
16
Properties=species:S:1:pos:R:3:forces:R:3
O 0.058203 1.043497 0.570132 0.26 0.03 0.49
C -0.089884 0.181625 -0.253431 -0.43 0.02 -0.68
O -0.698148 -0.991542 -0.004283 0.72 -0.18 0.23
C 0.260463 0.352036 -1.719127 -0.26 0.33 -0.03
N -0.840278 0.091718 -2.633821 0.15 0.09 -0.30
H -0.644078 -1.132619 0.957233 -0.67 0.12 0.07
H 0.616656 1.379378 -1.819637 -0.10 -0.02 -0.03
H 1.102764 -0.283055 -1.967142 0.11 -0.23 0.04
H -0.876269 -0.852863 -2.989392 0.00 0.03 0.30
H -1.744093 0.357080 -2.269745 0.07 -0.06 0.02
H 3.868156 0.711279 0.399193 -0.08 -0.08 -0.03
H 2.564928 1.431401 0.725826 -0.19 -0.20 -0.07
O 2.911957 0.589713 0.402312 0.25 0.19 0.04
H -1.093629 -1.289520 3.465726 -0.05 -0.07 0.00
H -2.175768 -0.294931 3.104692 -0.03 0.04 -0.16
O -1.818106 -1.150709 2.844881 0.26 -0.01 0.10
```
Forces are in eV/Å.

## Properties
LUMO energy	0.02126	hartree
calculated total energy	-11900.40282	eV
energy above the lowest of the compared OMol25 structures with the same formula, charge and spin	0.426	eV
multiplicity	1
maximum force	0.0156	hartree/bohr
HOMO	-9.1417	eV
charge	0